A structure of composition C27H47AsFIrNO5P3STe. Source: OMol25; level of theory: ωB97M-V/def2-TZVPD.

XYZ file:
```
88
Properties=species:S:1:pos:R:3:forces:R:3
Ir 0.871713 0.118713 -0.269135 2.019 1.450 1.486
C 2.739250 -0.441935 2.841679 -0.331 0.030 -0.415
P 1.926499 0.880468 1.867924 -0.282 -0.412 -0.920
C 1.125563 1.868620 3.196431 -0.144 -0.197 -0.417
C 3.340150 1.955168 1.404109 -0.236 -0.099 -0.301
C 4.315274 2.282729 2.338832 -0.027 -0.024 0.058
C 5.404049 3.057555 1.984857 -0.018 0.007 0.051
C 5.529747 3.518852 0.685061 0.038 0.007 -0.024
C 4.554405 3.221482 -0.247958 -0.009 0.033 -0.046
C 3.456372 2.444842 0.101313 -0.260 -0.280 0.092
P 2.095472 2.155837 -1.083451 0.151 -1.813 0.187
C 2.917772 1.896042 -2.701296 -0.287 -0.175 0.314
C 1.500455 3.885734 -1.274279 -0.766 -0.715 0.174
H 3.184825 -0.046693 3.753053 -0.019 0.046 0.000
H 3.502366 -0.915587 2.226895 0.010 -0.032 -0.035
H 1.989705 -1.191511 3.091828 -0.030 -0.063 0.030
H 1.868311 2.207711 3.918484 0.045 -0.094 0.008
H 0.389106 1.240296 3.695475 -0.077 0.029 0.052
H 0.626363 2.733153 2.762263 -0.023 -0.012 -0.005
H 4.227593 1.932199 3.355284 0.028 -0.067 0.141
H 6.152146 3.302034 2.723414 0.072 0.007 0.052
H 6.385612 4.111204 0.402169 0.079 0.072 -0.041
H 4.652732 3.597680 -1.255125 0.039 0.057 -0.108
H 3.483332 2.771003 -3.018889 -0.025 0.029 0.039
H 2.139723 1.685542 -3.436627 -0.014 -0.014 -0.035
H 3.579302 1.034399 -2.625429 -0.011 -0.032 -0.009
H 2.325824 4.545587 -1.538838 0.129 -0.209 0.037
H 1.046493 4.219499 -0.343220 -0.041 0.039 0.010
H 0.747016 3.896916 -2.059774 0.022 0.131 0.036
F -6.809123 -0.665794 -0.426456 0.189 0.072 0.095
C -5.607663 -0.303541 0.059588 0.246 -0.070 -0.061
C -5.510366 0.838963 0.848989 -0.302 -0.257 -0.246
C -4.284597 1.209682 1.337519 0.477 -0.247 -0.092
C -3.115808 0.435279 1.074679 -1.079 -0.111 -0.719
C -1.901363 0.773146 1.633006 1.436 -0.038 0.153
C -3.264450 -0.713661 0.241693 0.152 0.481 0.367
C -4.492048 -1.076987 -0.254319 -0.424 0.056 0.023
H -6.402770 1.405477 1.062223 -0.101 0.075 0.027
H -4.195137 2.086517 1.961207 -0.007 0.108 0.066
H -1.035723 0.146509 1.493068 -0.060 -0.311 0.407
H -1.802581 1.646021 2.254765 0.025 0.193 0.085
H -2.379656 -1.297006 0.034399 0.088 -0.129 -0.075
H -4.613438 -1.952854 -0.874494 -0.043 -0.075 -0.052
N 2.440071 -2.588903 -0.879848 0.752 0.837 -0.018
C 2.098599 -1.486848 -0.722329 -0.473 1.253 0.253
C 1.074001 -1.670920 -3.891847 -0.156 0.101 0.617
S -0.235321 -0.921712 -2.858694 -0.087 -1.417 -1.071
C -1.478420 -2.214537 -3.269494 0.357 0.211 0.448
O -0.666613 0.256275 -3.648639 -0.132 0.698 -0.411
H 0.770761 -1.586002 -4.929493 -0.222 0.092 -0.062
H 1.203535 -2.709275 -3.606551 0.053 -0.105 0.084
H 1.999472 -1.134255 -3.722920 0.112 0.123 0.085
H -1.156892 -3.151419 -2.823487 0.013 -0.070 0.052
H -1.542543 -2.300274 -4.348927 0.070 0.121 -0.154
H -2.442679 -1.928227 -2.861783 -0.039 0.130 0.126
C -1.240591 3.032195 -4.001424 -0.119 -0.243 0.137
As -1.783099 2.264729 -2.286710 -0.960 0.790 -0.399
C -3.363699 1.203758 -2.653290 0.203 0.103 0.095
C -2.458076 3.817937 -1.308656 0.082 -0.270 -0.149
O -0.645365 1.633243 -1.277949 0.288 -0.115 0.277
H -1.928586 3.846319 -4.235498 0.042 0.004 0.099
H -1.310683 2.264027 -4.768203 0.040 -0.007 0.094
H -0.221258 3.413762 -3.976463 -0.032 -0.030 0.089
H -3.933768 1.717750 -3.424834 -0.023 0.066 -0.038
H -3.965890 1.109701 -1.753426 0.024 0.085 0.061
H -3.078668 0.221516 -3.013928 0.041 0.065 -0.019
H -3.310242 4.264454 -1.816108 -0.041 0.015 -0.070
H -1.666134 4.561226 -1.212493 0.007 -0.058 -0.059
H -2.757521 3.497205 -0.311968 0.008 -0.091 -0.020
C 2.824698 -4.888301 3.316635 -0.338 0.168 -0.182
C 1.576200 -4.948756 2.457823 0.394 -0.804 0.144
O 1.122332 -3.628959 2.175836 -0.293 0.569 -0.528
P 0.171082 -3.356344 0.911756 -0.534 -0.901 0.601
O -0.106436 -1.895266 0.910199 0.024 1.257 -0.665
Te 0.923544 -4.539285 -1.041826 -0.377 -0.558 -0.165
O -1.147307 -4.250256 1.161574 0.832 0.513 -0.605
C -1.829693 -4.282813 2.412943 -0.432 -0.091 0.633
C -3.103978 -3.459888 2.383540 0.380 -0.141 -0.116
H 3.176350 -5.898563 3.499966 0.074 -0.118 0.055
H 2.620337 -4.408498 4.269331 -0.021 0.040 0.131
H 3.603933 -4.331196 2.805349 0.122 0.038 -0.071
H 0.778223 -5.499309 2.967188 0.031 0.056 -0.058
H 1.801238 -5.463037 1.513442 -0.084 0.066 0.220
H -1.157805 -3.932830 3.203556 -0.094 -0.094 -0.011
H -2.065401 -5.337665 2.580161 0.088 0.123 0.091
H -2.872864 -2.407010 2.253005 -0.032 0.131 0.033
H -3.637367 -3.597964 3.319932 -0.094 0.024 0.100
H -3.739923 -3.785081 1.563636 -0.087 -0.012 -0.043
```
Forces are in eV/Å.

The spin multiplicity is 2. The frontier orbital gap (spin up / spin down) comes out at 3.731 / 3.734 eV. Its energy relative to the best compared isomer or geometry (same formula, charge and spin) is 4.0767 eV. The charge is +1.

Atom-resolved charges from Mulliken, all expressed in e: Ir 3.058; C -1.470; P 1.119; C -1.526; C 0.031; C -0.768; C -0.892; C -0.844; C -0.866; C 0.289; P 1.125; C -1.438; C -1.147; H 0.594; H 0.430; H 0.324; H 0.543; H 0.446; H 0.318; H 0.310; H 0.428; H 0.415; H 0.335; H 0.552; H 0.304; H 0.417; H 0.601; H 0.325; H 0.132; F -0.347; C 0.193; C -0.680; C -0.666; C 0.736; C -0.743; C -0.057; C -0.556; H 0.482; H 0.459; H -0.184; H 0.212; H 0.546; H 0.483; N -0.852; C 0.043; C -1.284; S 0.855; C -1.042; O -0.842; H 0.502; H 0.286; H 0.258; H 0.254; H 0.506; H 0.157; C -1.251; As 0.203; C -0.783; C -1.038; O -0.251; H 0.473; H 0.358; H 0.280; H 0.543; H 0.021; H 0.174; H 0.433; H 0.346; H 0.236; C -1.363; C -0.086; O -0.034; P 0.235; O -0.814; Te -0.037; O -0.231; C -0.302; C -1.066; H 0.431; H 0.311; H 0.306; H 0.222; H 0.271; H 0.291; H 0.416; H 0.099; H 0.452; H 0.290



A cluster of 4 separate species, C27H47Cl2N2O9 in total. Source: OMol25; level of theory: ωB97M-V/def2-TZVPD.

XYZ file:
```
87
Properties=species:S:1:pos:R:3:forces:R:3
C -4.829636 1.625709 2.387951 0.137 -0.320 -0.548
C -3.862521 1.429104 1.202868 0.601 -0.074 0.631
C -2.396582 1.327567 1.677887 -0.951 0.144 0.077
O -1.541462 2.115601 0.816662 0.582 -0.211 0.196
C -1.089543 1.397717 -0.247264 -0.518 0.706 0.274
C -0.637300 2.370231 -1.316450 -0.336 0.137 0.591
N -0.151850 1.521773 -2.438665 -0.370 -0.263 0.056
C 1.064494 0.691836 -2.068660 -0.079 -0.149 -0.031
Cl 1.338127 -0.310497 -3.503022 -0.186 0.300 -0.125
C 2.256674 1.586092 -1.744858 0.078 0.153 -0.297
C 2.426135 2.882420 -2.558983 0.539 0.125 -0.337
C 2.569181 2.691376 -4.075389 0.044 -0.426 0.302
O 3.592295 3.523255 -2.058581 -0.275 -0.085 0.149
C 0.620692 -0.160939 -0.827423 0.645 -0.387 0.270
Cl -0.573848 -1.434823 -1.345928 -0.212 0.181 -0.081
C 1.796446 -0.923697 -0.197132 -0.902 0.608 -0.365
C 1.763997 -1.158938 1.159917 0.369 -0.402 0.622
C 2.801478 -1.915165 1.692461 -0.212 0.253 -0.565
C 3.776154 -2.351838 0.819407 0.696 -0.613 0.561
C 3.716882 -2.068520 -0.529005 -0.321 0.276 -0.091
N 2.716366 -1.352119 -1.042972 0.342 -0.105 0.097
O 0.068996 0.654310 0.144795 -0.150 -0.295 -0.252
H -5.091410 2.674338 2.490231 -0.020 0.077 0.176
H -4.373774 1.277345 3.312403 -0.100 -0.024 0.143
H -5.737334 1.055674 2.205771 -0.129 0.058 0.126
H -4.105283 0.519696 0.657776 -0.232 0.214 -0.202
H -3.909374 2.298945 0.550977 -0.146 -0.064 -0.244
H -2.308761 1.701628 2.692947 0.320 0.260 -0.037
H -2.070456 0.286192 1.697435 0.242 0.017 -0.052
H -1.900342 0.748385 -0.605586 0.325 -0.347 -0.155
H -1.449043 3.021890 -1.625048 -0.069 -0.112 -0.274
H 0.151446 2.970575 -0.874287 0.213 0.031 -0.305
H -0.014862 2.016239 -3.322109 0.315 0.122 0.107
H -0.887111 0.826039 -2.628859 -0.006 0.021 -0.138
H 2.274468 1.845516 -0.687216 -0.214 0.002 0.083
H 3.145069 0.982019 -1.916817 0.008 -0.145 0.016
H 1.617426 3.588734 -2.364115 0.005 0.063 0.109
H 3.218073 3.459533 -4.483416 -0.204 0.326 0.027
H 1.611251 2.716529 -4.595818 0.008 -0.024 -0.159
H 3.054051 1.739829 -4.288761 -0.049 -0.086 -0.088
H 4.344095 2.966123 -2.289453 0.157 0.098 0.038
H 0.980075 -0.814016 1.812995 -0.193 0.201 -0.184
H 2.835914 -2.157825 2.742263 0.024 -0.002 0.100
H 4.598085 -2.946269 1.194984 0.050 -0.013 -0.046
H 4.473547 -2.422263 -1.214010 0.025 -0.096 -0.110
O -1.662416 1.165792 5.235223 -0.059 -0.028 -0.103
C -0.955150 2.037621 5.666369 0.097 0.146 -0.150
O -1.392413 2.778433 6.693177 -0.151 -0.159 0.184
C -0.569433 3.711197 7.404139 0.126 0.249 0.008
C -0.549821 5.068887 6.733897 -0.054 -0.030 -0.157
C 0.374970 2.367262 5.026424 0.223 -0.212 0.231
H 0.432886 3.306931 7.551077 -0.008 -0.019 -0.053
H -1.022301 3.793809 8.389998 -0.081 -0.097 -0.028
H -0.115815 5.020259 5.734632 0.076 -0.003 0.034
H 0.029748 5.776981 7.325882 -0.004 -0.010 0.018
H -1.565347 5.450307 6.628583 -0.002 0.006 0.070
H 0.203544 3.055429 4.199018 -0.003 0.028 0.007
H 0.800038 1.445488 4.636129 -0.119 0.001 -0.106
H 1.102618 2.799352 5.708580 -0.058 0.134 -0.049
O -5.491983 -1.089363 -0.003884 0.005 -0.057 -0.062
C -5.391210 -2.177390 0.501893 0.132 -0.001 0.189
O -6.498129 -2.802692 0.915702 -0.228 0.038 -0.190
C -6.519957 -4.164134 1.364439 0.055 -0.194 0.218
C -6.185016 -4.275861 2.836851 0.077 0.150 0.031
C -4.041402 -2.810383 0.755777 0.022 -0.197 -0.319
H -5.872924 -4.784855 0.743221 0.035 0.049 0.001
H -7.539536 -4.502146 1.191611 -0.028 0.113 -0.065
H -5.173236 -3.929156 3.049526 0.029 -0.071 -0.027
H -6.270128 -5.310496 3.168408 -0.014 -0.006 -0.015
H -6.867837 -3.663086 3.424968 -0.049 -0.044 -0.017
H -3.657492 -2.443877 1.707952 -0.018 -0.021 0.027
H -3.366878 -2.501420 -0.039860 -0.003 0.143 0.060
H -4.054153 -3.897076 0.768828 -0.018 0.017 0.152
O 4.805694 -3.946877 -3.290713 0.042 -0.073 0.092
C 4.604587 -3.433708 -4.357742 0.120 0.262 -0.047
O 4.933153 -4.094093 -5.477311 -0.073 -0.282 0.106
C 4.569174 -3.654526 -6.789771 0.047 0.185 -0.215
C 5.572461 -2.669022 -7.351694 0.073 0.059 0.128
C 4.062384 -2.025037 -4.447984 -0.388 -0.122 -0.141
H 3.551897 -3.259397 -6.796180 0.017 0.022 0.049
H 4.559139 -4.556563 -7.398206 0.014 -0.070 0.104
H 5.620765 -1.756914 -6.755596 -0.066 0.024 -0.031
H 5.308775 -2.398089 -8.374054 -0.008 -0.021 -0.003
H 6.569636 -3.108318 -7.352916 -0.021 -0.042 -0.047
H 4.892015 -1.322322 -4.370288 0.019 -0.004 -0.035
H 3.389242 -1.876101 -3.608981 0.215 -0.040 0.156
H 3.498924 -1.820163 -5.357025 0.170 0.043 -0.073
```
Forces are in eV/Å.

The frontier orbital gap comes out at 9.521 eV. The charge is +1.

Atom-resolved charges from Mulliken, all expressed in e: C -1.315; C -0.073; C 0.037; O -0.486; C 0.004; C -0.964; N 0.232; C 0.466; Cl -0.130; C -1.584; C 0.146; C -1.356; O -0.563; C 1.224; Cl -0.150; C -0.383; C -0.709; C -0.667; C -0.697; C -0.358; N -0.023; O -0.326; H 0.344; H 0.380; H 0.330; H 0.097; H 0.237; H 0.050; H 0.260; H 0.463; H 0.593; H 0.221; H 0.492; H 0.498; H 0.184; H 0.890; H 0.350; H 0.482; H 0.335; H 0.207; H 0.391; H 0.523; H 0.490; H 0.413; H 0.384; O -0.571; C 0.752; O -0.340; C -0.390; C -0.954; C -0.937; H 0.361; H 0.311; H 0.267; H 0.355; H 0.297; H 0.234; H 0.265; H 0.371; O -0.587; C 0.719; O -0.340; C -0.386; C -0.950; C -0.664; H 0.361; H 0.313; H 0.268; H 0.356; H 0.299; H 0.212; H 0.026; H 0.383; O -0.545; C 0.464; O -0.369; C -0.324; C -0.919; C -0.012; H 0.315; H 0.325; H 0.253; H 0.351; H 0.298; H 0.228; H -0.455; H 0.421